1.
Computed, not measured: 21 unconnected molecules or ions with the total composition C40H120F6O40P, with ωB97M-V with the def2-TZVPD basis set.

The calculation puts the molar mass at 1386.32 g mol⁻¹. The total charge is -1. The calculation puts the total energy at -5546.27804 Ha.

Positions of all 207 atoms, in Å:
1 P 2.2831 -24.7312 2.8452
2 F 3.5679 -25.3668 3.6142
3 F 2.3681 -25.9296 1.7629
4 F 1.3548 -25.6692 3.7876
5 F 0.9555 -24.2710 2.0426
6 F 2.1294 -23.5466 3.9188
7 F 3.2990 -23.7800 2.0060
8 C 4.8701 -30.7397 0.0994
9 C 5.6509 -31.7443 0.9324
10 O 5.3681 -31.6772 2.2804
11 O 4.9506 -29.4709 0.6318
12 H 3.7860 -30.9404 0.1143
13 H 5.1851 -30.7111 -0.9448
14 H 6.7999 -31.6519 0.7682
15 H 5.3812 -32.7286 0.5571
16 H 5.4999 -30.7966 2.6823
17 H 4.3040 -29.3815 1.3908
18 C -0.7547 -25.2029 -0.5870
19 C -2.2191 -25.4467 -0.6986
20 O -2.6851 -26.7985 -0.4796
21 O 0.0221 -26.0229 -1.5398
22 H -0.4625 -25.4177 0.4700
23 H -0.6368 -24.1195 -0.8902
24 H -2.6611 -25.0215 -1.6755
25 H -2.6852 -24.8381 0.0035
26 H -2.2224 -27.3859 -1.0567
27 H -0.0249 -26.9577 -1.2328
28 C 2.8348 -23.5202 -1.4220
29 C 4.1360 -24.2024 -1.8140
30 O 5.1026 -23.2451 -2.2067
31 O 2.5916 -22.7375 -2.6221
32 H 3.0622 -22.8714 -0.5647
33 H 1.8885 -24.0982 -1.1125
34 H 3.9967 -24.8845 -2.6179
35 H 4.4594 -24.7670 -0.9298
36 H 4.5841 -22.6458 -2.7359
37 H 2.2180 -21.8827 -2.3230
38 C -3.1035 -22.4984 7.8079
39 C -3.6462 -22.9040 6.4243
40 O -2.7304 -23.5386 5.6469
41 O -2.0056 -21.5721 7.5388
42 H -2.7232 -23.2893 8.4861
43 H -3.9202 -21.9957 8.3556
44 H -4.0615 -22.0040 5.9048
45 H -4.4730 -23.6184 6.6069
46 H -1.8760 -23.0528 5.4727
47 H -1.1899 -21.8946 7.9700
48 C 2.8324 -28.2249 -3.1792
49 C 3.1824 -27.8411 -1.7551
50 O 4.6019 -27.9243 -1.5464
51 O 3.3634 -29.5251 -3.4617
52 H 3.3300 -27.5218 -3.8615
53 H 1.7793 -28.3672 -3.3466
54 H 2.8832 -28.5066 -0.9167
55 H 2.7695 -26.8290 -1.4660
56 H 4.7202 -28.3165 -0.6479
57 H 4.2652 -29.5708 -3.0968
58 C -5.0701 -24.7062 3.4468
59 C -6.0422 -23.5822 3.8350
60 O -6.1531 -22.6586 2.6852
61 O -3.7560 -24.1588 3.1675
62 H -5.3512 -25.1479 2.5076
63 H -4.9965 -25.4520 4.2577
64 H -5.7523 -23.0662 4.7783
65 H -7.0535 -23.8913 3.9491
66 H -5.3527 -22.1253 2.9138
67 H -3.3938 -23.9735 4.0735
68 C -1.4343 -20.1915 3.8760
69 C -0.9119 -21.6061 3.5332
70 O -0.2142 -22.2600 4.6478
71 O -2.4893 -20.3105 4.7692
72 H -1.9501 -19.9196 2.9323
73 H -0.6907 -19.4767 4.2172
74 H -0.4229 -21.5747 2.5613
75 H -1.8519 -22.1660 3.3329
76 H 0.4043 -22.9320 4.3061
77 H -2.1866 -20.3292 5.7038
78 C 5.3853 -20.3404 -1.2242
79 C 6.5164 -21.1236 -0.5574
80 O 7.5840 -21.3828 -1.4460
81 O 4.2568 -20.2945 -0.3307
82 H 5.1938 -20.8550 -2.2319
83 H 5.5974 -19.3310 -1.5914
84 H 6.2079 -22.1064 -0.2309
85 H 6.9164 -20.5401 0.2796
86 H 8.0284 -22.1259 -1.1448
87 H 4.2501 -19.4703 0.1959
88 C 9.0362 -25.9099 1.3978
89 C 8.1075 -27.0225 1.7582
90 O 7.6637 -26.8916 3.1129
91 O 10.2168 -25.9319 2.1537
92 H 8.5100 -24.9805 1.5520
93 H 9.2926 -25.9976 0.3403
94 H 8.5474 -28.0274 1.6459
95 H 7.2752 -27.0647 1.0728
96 H 7.1451 -26.0662 3.1794
97 H 9.9270 -25.9459 3.0858
98 C 1.9239 -22.5432 7.9324
99 C 2.0855 -21.4891 6.8296
100 O 1.2725 -20.3826 7.0151
101 O 0.5322 -22.9481 8.0417
102 H 2.2291 -22.0979 8.9063
103 H 2.5375 -23.4392 7.6273
104 H 1.9522 -21.8927 5.8290
105 H 3.1677 -21.1484 6.7807
106 H 0.3996 -20.7234 6.7300
107 H 0.6161 -23.8816 8.1295
108 C 0.7394 -25.7842 6.6238
109 C -0.6929 -26.1403 6.3703
110 O -0.8573 -27.5607 6.5893
111 O 0.9592 -25.8460 8.0171
112 H 1.0065 -24.8094 6.1648
113 H 1.3764 -26.5389 6.0944
114 H -0.9214 -26.0012 5.3156
115 H -1.4044 -25.5346 6.9412
116 H -0.8274 -27.7071 7.5960
117 H 1.6309 -26.5122 8.2360
118 C 6.6182 -23.1063 3.1066
119 C 6.4995 -22.8296 4.5957
120 O 5.2155 -22.9542 5.1642
121 O 6.2739 -24.4401 2.9053
122 H 7.6609 -22.9122 2.8156
123 H 5.9814 -22.4523 2.5149
124 H 6.7023 -21.8065 4.7633
125 H 7.1568 -23.4499 5.2095
126 H 4.8456 -23.7515 4.7735
127 H 5.4962 -24.5078 2.3609
128 C -1.7525 -27.9119 2.9593
129 C -0.4196 -28.5265 3.2551
130 O 0.5080 -28.4241 2.1930
131 O -2.3013 -28.3885 1.7976
132 H -1.6104 -26.8075 2.8324
133 H -2.4221 -28.1139 3.8479
134 H -0.5191 -29.5688 3.4288
135 H 0.0369 -28.0700 4.1567
136 H 0.7112 -27.4835 2.1606
137 H -2.5748 -27.6503 1.3115
138 C -4.0616 -22.4056 -0.0240
139 C -3.7612 -21.6793 -1.3346
140 O -2.9089 -22.3421 -2.2646
141 O -2.8267 -22.6170 0.7014
142 H -4.5575 -23.3265 -0.3380
143 H -4.7608 -21.7698 0.5392
144 H -3.3943 -20.6539 -1.2113
145 H -4.7280 -21.6142 -1.8586
146 H -2.0166 -22.4911 -1.9140
147 H -2.9876 -23.1359 1.5139
148 C -0.1701 -25.4288 -4.5694
149 C -0.5401 -23.9090 -4.5145
150 O 0.0991 -23.1036 -3.5140
151 O -1.1423 -26.3015 -3.8858
152 H 0.8697 -25.4827 -4.2335
153 H -0.2369 -25.7556 -5.5898
154 H -1.6371 -23.8530 -4.3897
155 H -0.2328 -23.5774 -5.5176
156 H 1.0839 -23.1381 -3.4544
157 H -0.8309 -26.0953 -2.9688
158 C 3.9157 -19.8515 2.8453
159 C 2.5875 -20.0673 3.5382
160 O 2.4681 -19.0200 4.5186
161 O 4.0043 -18.7349 1.9892
162 H 4.1463 -20.6980 2.1769
163 H 4.7098 -19.8668 3.6013
164 H 2.5466 -21.1176 3.9724
165 H 1.7944 -19.9731 2.7740
166 H 1.6979 -19.2340 5.0970
167 H 3.3909 -18.0492 2.3323
168 C 4.5346 -26.1633 7.7480
169 C 5.7276 -26.8926 7.2375
170 O 5.9965 -27.9931 8.1119
171 O 3.3860 -27.0852 7.6791
172 H 4.2815 -25.3286 7.0512
173 H 4.6276 -25.8048 8.7887
174 H 6.6810 -26.3249 7.1199
175 H 5.4283 -27.2915 6.2693
176 H 6.5245 -28.6344 7.6263
177 H 3.8049 -27.9003 7.9702
178 C -0.0787 -30.1119 -0.9773
179 C -1.4173 -30.8390 -0.7183
180 O -1.6933 -31.0199 0.6416
181 O -0.2156 -28.7418 -0.6076
182 H 0.1349 -30.2061 -2.0478
183 H 0.7335 -30.6443 -0.4558
184 H -1.3290 -31.8423 -1.1210
185 H -2.2446 -30.2794 -1.2885
186 H -2.0807 -30.1935 0.9797
187 H -0.1931 -28.6425 0.3569
188 C 3.3591 -28.5896 3.7367
189 C 4.6808 -27.7866 3.5532
190 O 5.6771 -28.7998 3.5986
191 O 2.9842 -29.4412 2.7208
192 H 2.6501 -27.8307 3.9582
193 H 3.5863 -29.1822 4.6327
194 H 4.7729 -27.0192 4.2967
195 H 4.6954 -27.2068 2.6240
196 H 6.5354 -28.4030 3.4283
197 H 2.0619 -29.3606 2.5151
198 C -0.1076 -19.9262 0.3543
199 C 0.7049 -21.0011 -0.2839
200 O 0.6320 -21.0770 -1.7121
201 O -1.4643 -20.2503 0.3110
202 H -0.0759 -18.9956 -0.2315
203 H 0.2342 -19.6681 1.3910
204 H 0.5140 -21.9846 0.1577
205 H 1.7464 -20.6918 -0.0949
206 H 0.0890 -21.7301 -2.1427
207 H -1.6808 -21.1656 0.5385

***

2.
Computed, not measured: a molecular structure, C40H18BF25GeN4OPtS2, with ωB97M-V with the def2-TZVPD basis set.

The calculation puts the molar mass at 1388.20 g mol⁻¹. The calculation puts the total energy at -7343.62071 Ha.

Positions of all 93 atoms, in Å:
1 Pt 0.5545 0.5410 -1.0194
2 S -2.6490 7.1731 0.6301
3 N -1.7906 6.1994 1.5845
4 C -1.4028 5.1789 0.8363
5 C -0.5848 4.0672 1.2762
6 C -0.0880 3.9690 2.5800
7 C 0.7000 2.8932 2.8987
8 C 0.9808 1.9365 1.9189
9 N 0.5047 2.0165 0.6891
10 C -0.2726 3.0682 0.3593
11 C -0.7799 3.1409 -1.0059
12 N -0.4732 2.1350 -1.8446
13 C -0.7662 2.2111 -3.1356
14 C -1.4734 3.2875 -3.6549
15 C -1.8757 4.2975 -2.8104
16 C -1.5145 4.2335 -1.4646
17 C -1.8481 5.2675 -0.5055
18 N -2.5643 6.3518 -0.7550
19 H -0.3316 4.7378 3.3013
20 H 1.1191 2.7661 3.8867
21 H 1.6034 1.0831 2.1443
22 H -0.4335 1.3915 -3.7554
23 H -1.6922 3.3052 -4.7122
24 H -2.4412 5.1486 -3.1649
25 F 3.0111 0.1545 2.8476
26 B 3.7604 -0.0221 1.6456
27 F 3.9364 -1.3852 1.4164
28 F 4.9513 0.6712 1.7385
29 F 2.9700 0.5265 0.5938
30 C -0.4651 -3.5954 -4.2181
31 C -1.1218 -2.2115 -4.3212
32 C -0.9050 -1.6379 -5.7256
33 C -2.6220 -2.3267 -4.0239
34 C -0.4975 -1.3249 -3.3264
35 C 0.0142 -0.6203 -2.4980
36 H -0.9185 -4.2768 -4.9409
37 H -0.5979 -4.0105 -3.2187
38 H 0.6040 -3.5325 -4.4214
39 H -1.3503 -2.3000 -6.4707
40 H 0.1582 -1.5353 -5.9436
41 H -1.3726 -0.6559 -5.8220
42 H -3.0996 -2.9652 -4.7697
43 H -3.1013 -1.3468 -4.0515
44 H -2.7929 -2.7604 -3.0368
45 F 1.3483 -3.9474 1.5531
46 C 1.8062 -3.3705 2.6755
47 C 1.1204 -2.2906 3.2025
48 C 1.6429 -1.7024 4.3406
49 F 1.0618 -0.6219 4.8735
50 C 2.7870 -2.1817 4.9447
51 F 3.2729 -1.5959 6.0371
52 C 3.4416 -3.2726 4.3975
53 F 4.5433 -3.7361 4.9712
54 C 2.9511 -3.8774 3.2524
55 F 3.5815 -4.9208 2.7213
56 Ge -0.3851 -1.6290 2.1927
57 S 0.2164 -1.3577 0.0201
58 C -1.5095 -0.2786 3.0624
59 C -2.1372 0.7758 2.4234
60 F -2.0295 0.9350 1.0997
61 C -2.9332 1.6846 3.0968
62 F -3.4963 2.7049 2.4450
63 C -3.1544 1.5196 4.4524
64 F -3.9206 2.3798 5.1106
65 C -2.6010 0.4345 5.1131
66 F -2.8513 0.2464 6.4045
67 C -1.8044 -0.4484 4.4074
68 F -1.3411 -1.5224 5.0525
69 C -1.6781 -3.0829 1.8638
70 C -2.6788 -2.8757 0.9262
71 F -2.7920 -1.6742 0.3386
72 C -3.5973 -3.8446 0.5758
73 F -4.5379 -3.5994 -0.3358
74 C -3.5359 -5.0800 1.1992
75 F -4.4121 -6.0263 0.8861
76 C -2.5707 -5.3180 2.1625
77 F -2.5250 -6.4986 2.7749
78 C -1.6629 -4.3216 2.4822
79 F -0.7641 -4.6006 3.4304
80 C 4.3734 1.4685 -1.7253
81 C 3.0989 1.5514 -2.5593
82 O 1.9597 1.7847 -1.7808
83 C 3.0116 0.3076 -3.4585
84 F 1.9777 0.3615 -4.3132
85 F 4.1166 0.1546 -4.1984
86 F 2.8753 -0.7940 -2.7143
87 C 3.1573 2.8262 -3.4444
88 F 2.0319 3.0068 -4.1609
89 F 4.1770 2.8125 -4.3098
90 F 3.3015 3.9109 -2.6738
91 H 4.3422 0.5848 -1.0978
92 H 4.4272 2.3412 -1.0800
93 H 5.2527 1.4333 -2.3677

***

The evaluated F_max for the records listed, in turn: 3.12, 0.96 eV/A.
The evaluated lowest unoccupied orbital energy for the records listed, in turn: 1.8, -3.0 eV.
The evaluated Kohn-Sham gap for the records listed, in turn: 9.423, 6.462 eV.